{"formula": "C51H112O27S9", "method": "the ωB97M-V functional and the def2-TZVPD basis", "mol_weight_g_mol": 1446.03, "charge": 0, "e_lumo_ev": 0.014, "gap_ev": 8.767, "multiplicity": 1, "largest_force_ev_per_a": 4.5, "species": ["H", "H", "H", "H", "H", "H", "C", "C", "S", "C", "H", "S", "O", "S", "H", "H", "H", "H", "O", "O", "H", "C", "H", "C", "C", "H", "H", "H", "O", "H", "O", "H", "H", "H", "C", "O", "H", "H", "C", "O", "C", "S", "O", "H", "H", "H", "C", "H", "H", "H", "C", "H", "H", "C", "H", "H", "C", "H", "H", "O", "O", "C", "S", "O", "C", "O", "O", "H", "H", "H", "H", "H", "H", "H", "H", "H", "H", "H", "H", "H", "C", "C", "C", "O", "H", "C", "C", "S", "O", "H", "H", "H", "C", "H", "H", "C", "H", "H", "S", "H", "O", "H", "C", "S", "C", "H", "H", "H", "O", "H", "H", "H", "H", "C", "H", "H", "H", "H", "H", "C", "H", "H", "C", "C", "H", "H", "H", "C", "H", "O", "H", "C", "H", "H", "C", "C", "O", "H", "C", "C", "C", "C", "C", "O", "H", "H", "O", "C", "H", "O", "H", "H", "H", "H", "H", "C", "C", "H", "H", "H", "C", "C", "O", "H", "H", "H", "H", "O", "H", "C", "H", "O", "C", "H", "H", "C", "H", "H", "H", "C", "O", "C", "H", "O", "C", "H", "C", "C", "H", "C", "H", "H", "H", "H", "H", "H", "H", "S", "H"], "positions_angstrom": [[0.68870, 1.28126, -1.73697], [-1.23368, 6.19406, 1.59778], [6.20843, 2.85734, -5.36769], [-2.00565, 0.32929, 5.61965], [-0.72005, 2.97079, 6.45059], [3.31120, -2.62408, 3.30195], [0.49367, 5.00648, 2.07804], [0.23569, 8.82443, -1.19832], [-5.11579, 0.92291, 3.07846], [-0.51710, 7.69469, -0.60948], [-4.33359, -0.62896, 4.81948], [-2.16781, -3.31154, 4.72447], [0.41685, 1.46354, 5.75433], [3.94537, -4.14588, 1.18690], [-2.63980, -3.61441, -2.93891], [-4.16033, -5.42200, 2.99043], [3.13189, 6.30500, -3.10208], [-0.79501, 3.23876, 2.28140], [-6.31457, 1.75211, 2.99929], [-0.57173, -0.82092, -6.29626], [-0.84547, 4.32518, 3.70347], [-4.21750, -2.61192, 1.65514], [4.55267, 6.84000, -4.80691], [2.78388, 0.63144, 6.64535], [2.55205, -3.40579, 3.27470], [-1.98376, 4.65410, -4.03843], [-6.12940, -0.65984, 4.63519], [2.83066, 0.60570, 1.05998], [0.48337, -0.51554, 7.27421], [-5.31240, 3.88614, 1.59343], [-3.64112, -3.93492, 5.00063], [1.54878, -4.62651, 4.75057], [2.67067, 1.57886, 7.17231], [1.86288, -3.03275, 5.36521], [-0.73191, 1.88171, 6.49392], [3.46565, 0.14905, -1.44612], [-3.35219, -0.75672, 0.89321], [0.10668, 2.50093, 0.30560], [-0.02585, -1.49716, -8.85454], [1.48404, -7.12691, 0.23957], [3.23413, -1.16356, -3.73997], [0.32247, -6.34020, 0.70066], [-1.49404, -4.08935, 3.70685], [-2.79346, -7.17911, -1.45800], [0.77897, -5.54493, 2.89150], [0.11002, 5.94013, -3.30850], [-3.79072, -5.35284, 5.07422], [-7.04505, 3.60676, -0.08335], [4.09576, 4.02512, -1.68345], [-1.30034, -4.73408, 6.29353], [-5.23667, -0.03575, 4.67577], [-0.71666, 1.72950, 7.57313], [-1.08043, -2.07862, -4.79442], [-3.28378, -7.07416, -0.49018], [-0.40581, 9.27675, -1.95462], [1.13936, 8.48807, -1.70659], [5.56555, 2.45038, -4.58719], [-4.75886, -6.79051, 3.92315], [0.45548, -7.44942, 2.79884], [1.33988, -3.89457, -2.75550], [-3.77252, 1.54353, 3.14105], [-4.65914, -5.70510, 3.91733], [3.93351, 2.08117, 2.78256], [4.09845, -5.36957, 0.40097], [3.61318, 3.93512, -0.71025], [5.15057, 0.54662, -3.25705], [2.79655, 1.55626, -3.47519], [-0.91824, 3.95912, -2.17068], [-2.51895, -5.15806, -2.03171], [2.43588, -1.06480, -4.47559], [-2.19139, -5.55996, 0.66378], [1.63874, -2.95849, 2.88242], [0.50598, 9.45467, -0.35106], [3.40465, -0.33213, 2.47003], [1.75324, -6.63858, -5.15622], [-0.95858, 1.09362, 2.26206], [-0.44865, -0.49479, -8.92225], [4.73450, 2.13664, 0.02955], [-0.79638, -1.28363, 2.27531], [-0.87478, 6.97346, -1.34432], [3.92180, 5.95835, -4.91999], [-5.03085, 3.46018, 0.64176], [-1.26401, 3.86186, -4.24439], [5.19917, -3.52754, 1.70343], [-1.90222, 1.88687, 4.77257], [0.14236, 1.42283, 0.35859], [2.71923, 6.10106, -4.09013], [0.67968, -1.62424, -7.14293], [-2.43268, -1.87057, 4.62676], [1.19187, 5.22044, -2.08319], [4.13360, -1.50474, -4.25245], [-1.85924, -5.73035, -4.38401], [-0.42939, -0.70576, 1.43997], [2.71923, 3.36705, -0.96764], [1.16937, 5.65575, 2.63479], [-2.32143, -6.64210, 0.65127], [5.91382, 2.86741, -3.64226], [1.41725, 4.90216, -5.11062], [1.40249, -5.28359, -3.19008], [-1.24662, -3.93420, -1.97645], [0.19339, -4.95037, 0.21893], [0.62878, 3.36932, 3.34342], [-6.01660, 3.35566, -0.29699], [3.55103, 0.45469, -2.86182], [-1.52025, 0.03973, -4.37016], [-2.69315, -7.09491, 1.57045], [-1.90267, 2.98570, -4.35640], [-3.34628, -1.00050, 2.57984], [-1.06409, -7.19332, 0.34348], [3.00837, -1.92251, -2.99089], [3.56708, -2.76066, -0.72553], [-0.19087, -2.40305, 0.14304], [-6.43007, 2.75528, -2.30539], [-0.62266, -1.09888, -4.93100], [-2.91508, 2.91965, 1.13490], [4.55807, 5.12547, -4.62069], [0.78671, -1.76681, -9.52917], [-2.43475, 1.98844, -0.96500], [-1.38037, 8.13002, -0.10614], [-1.97705, -4.42017, -2.62329], [0.28564, 2.96816, -3.10185], [1.39112, 6.70189, -0.02195], [0.43387, 0.79295, -0.80799], [-1.18185, -5.16120, -3.74737], [-3.30506, -3.17924, 1.47153], [2.21279, 6.97539, -4.49898], [3.10111, -1.97318, 0.79664], [1.89540, -5.57153, -4.98507], [4.60788, 2.91759, -4.81673], [3.33170, 2.60433, 4.00986], [-5.42169, 0.66739, 5.48784], [-5.69893, 2.82585, -1.51364], [-4.21561, -5.67427, 6.02514], [1.31517, 4.50519, 1.56624], [3.03539, -2.89372, 0.21665], [-3.43775, 2.34745, -0.78753], [1.86229, -0.83273, -7.00086], [3.41777, 0.86702, 5.79048], [0.22556, -6.41581, 2.54021], [5.50422, 0.90543, -4.54442], [-3.73744, 2.94035, 0.43511], [-0.27989, 3.89864, -3.05213], [0.26649, -0.58861, -0.87366], [5.36756, 1.84671, 2.73379], [4.91881, 0.43468, -5.33423], [-0.45514, -3.15860, 6.15582], [-5.14055, -0.34044, 1.99502], [2.28424, -3.82206, 4.74267], [6.50023, 0.54489, -4.80144], [2.21705, -6.21088, -2.33849], [-4.14542, -6.40768, -0.45149], [3.33318, 4.94542, -0.41191], [3.52803, 5.98116, -5.93613], [-2.05135, -3.28547, 7.11677], [-0.79744, 5.12053, 0.26021], [1.80318, 4.88565, -4.09136], [-4.40032, 2.39664, -1.75253], [1.99349, -3.19217, 0.10060], [-0.84044, -2.22128, -8.86868], [2.49300, 4.06846, -3.88052], [-1.41563, -3.65032, 6.31002], [0.70949, 5.06766, -3.04863], [-0.12739, -5.93378, -3.20042], [-1.74852, -0.06560, -3.30954], [1.19751, -4.97329, -5.57087], [-5.64702, -5.24781, 3.86186], [3.17112, -4.28257, 5.17795], [0.70379, -2.97682, -6.70839], [-0.80970, -6.20409, 2.80760], [-0.21626, 3.90945, 2.91648], [-0.77588, -4.35548, -4.35901], [1.25186, -0.69884, 4.81026], [-0.40779, 0.67179, 1.43436], [-2.42840, 0.02835, -4.97285], [3.15009, -0.10888, 7.35663], [2.91194, 0.58483, 2.14675], [-0.87663, 4.08419, -5.23868], [0.53109, 7.60281, 1.16484], [-3.66689, -8.09009, -0.39421], [-1.98578, 1.41131, 5.74978], [2.95523, -4.46083, 2.42374], [0.38371, 6.90231, 0.34283], [-5.03475, -2.79496, 0.95750], [3.46314, 3.05056, 1.47550], [-0.09598, -1.33223, 0.24669], [-4.61078, -3.04592, 2.57442], [4.30443, 3.09784, 0.31103], [-3.99910, -1.07620, 1.71024], [2.94224, -5.30875, -5.13734], [-0.39872, 5.75101, 1.05496], [-1.02499, 1.01058, -4.38664], [5.15648, 3.72370, 0.57636], [0.67036, -1.13929, -1.71034], [-2.93488, 1.74632, 6.16822], [0.38678, -1.14906, -4.52282], [1.96747, 0.78763, 2.65168], [-4.11253, 2.06486, -2.73919], [1.14671, 0.02328, 6.08326], [-2.84546, -5.89302, 5.12698]], "lowdin_charge": [0.0785, 0.1114, 0.0770, 0.0562, 0.1171, 0.1044, -0.2474, -0.1276, 0.7122, -0.3041, 0.0288, 0.6371, -0.2687, 0.6703, 0.0765, 0.0622, 0.1044, 0.0319, -0.2881, -0.2666, 0.0730, -0.0427, 0.0776, -0.0864, -0.2791, 0.0692, 0.0641, 0.0426, -0.3153, 0.0992, -0.2666, 0.0549, 0.0749, 0.0500, -0.2669, -0.2899, 0.1192, 0.0964, -0.0778, -0.2795, -0.0668, 0.7056, -0.2825, 0.0706, 0.0355, 0.1101, -0.2827, 0.1091, 0.0773, 0.0678, -0.0887, 0.1141, 0.1026, -0.0608, 0.0758, 0.0673, -0.0691, 0.0865, 0.0820, -0.3119, -0.3212, -0.0687, 0.7128, -0.2814, -0.0682, -0.2638, -0.2983, 0.0894, 0.0410, 0.0286, 0.1028, 0.1131, 0.0805, 0.0516, 0.0686, 0.0918, 0.0691, 0.1152, 0.0953, 0.0914, -0.1293, -0.0970, -0.0992, -0.3198, 0.0565, -0.0802, -0.3171, 0.6572, -0.2994, 0.0940, 0.0704, 0.1224, -0.0830, 0.0696, 0.1098, -0.2842, 0.0821, 0.1177, 0.7048, 0.0573, -0.3190, 0.0591, -0.1050, 0.6927, -0.0333, 0.1102, 0.0437, 0.0711, -0.2724, 0.0375, 0.0688, 0.0817, 0.1000, -0.2862, 0.0794, 0.0569, 0.0714, 0.0874, 0.1144, -0.0405, 0.0739, 0.1005, -0.1084, -0.2646, 0.0709, 0.1150, 0.0418, -0.0719, 0.0453, -0.3113, 0.0648, -0.0954, 0.1261, 0.0711, -0.0885, -0.0939, -0.2785, 0.0468, -0.0799, -0.2933, -0.0743, -0.2393, -0.0776, -0.2976, 0.1180, 0.0526, -0.2382, -0.0411, 0.1234, -0.3039, 0.0776, 0.0808, 0.0840, 0.0917, 0.0907, -0.2033, -0.1083, 0.0393, 0.0660, 0.0900, -0.0827, -0.2061, -0.2603, 0.0701, 0.0233, 0.0921, 0.0854, -0.2885, 0.0268, -0.0844, 0.0787, -0.3055, -0.0791, 0.0839, 0.0684, -0.0504, 0.0675, 0.1039, 0.0726, -0.0569, -0.2657, -0.2238, 0.0777, -0.2940, -0.0788, 0.0515, -0.2837, -0.2953, 0.0716, -0.1920, 0.0560, 0.1148, 0.0915, 0.0822, 0.0912, 0.0356, 0.0903, 0.6756, 0.1113]}